The following is a DFT calculation (ωB97M-V/def2-TZVPD) of a 4-piece molecular cluster, C32H35N6O8 overall in a non-equilibrium geometry.

Output
Gap between HOMO and LUMO   7.756 eV
DFT total energy   -2170.33387 a.u.
Net charge   +1

Last column: Löwdin charge in e.
CARTESIAN COORDINATES (ANGSTROEM)
C (-1.49377, 5.28254, 3.74139)  0.027
C (-2.83566, 5.23956, 3.04804)  -0.513
O (-3.14079, 5.98904, 2.17609)  0.167
O (-3.69303, 4.21185, 3.40239)  -0.047
C (-4.09893, 4.15645, 4.76379)  -0.132
C (-4.21967, 2.68514, 5.22844)  -0.085
N (-4.15252, 1.72561, 4.11456)  0.019
C (-5.17459, 0.63010, 4.24535)  -0.099
C (-5.14959, -0.26346, 3.02648)  -0.131
C (-3.71611, -0.75980, 2.88833)  -0.133
N (-2.79419, 0.37500, 2.67667)  0.006
C (-2.91217, 1.04949, 1.39379)  -0.229
C (-2.35503, 2.31588, 1.22686)  -0.042
C (-2.44997, 2.97858, 0.01089)  -0.049
C (-3.09293, 2.37742, -1.06566)  -0.064
C (-3.62700, 1.10653, -0.90969)  -0.052
C (-3.54449, 0.44620, 0.31097)  -0.025
C (-2.94515, 1.29216, 3.74249)  -0.315
N (-1.81636, 1.64897, 4.31292)  0.296
H (-0.75419, 4.92846, 3.02321)  0.099
H (-1.26528, 6.29760, 4.04855)  0.104
H (-1.45399, 4.60801, 4.59514)  0.058
H (-3.42790, 4.72799, 5.40609)  0.126
H (-5.08044, 4.62392, 4.84002)  0.137
H (-5.21388, 2.56999, 5.65205)  0.127
H (-3.52189, 2.44140, 6.03315)  0.131
H (-6.14057, 1.11858, 4.34766)  0.135
H (-4.96966, 0.06949, 5.15986)  0.141
H (-5.46867, 0.30392, 2.15381)  0.122
H (-5.83143, -1.10052, 3.16977)  0.134
H (-3.43223, -1.22517, 3.83668)  0.135
H (-3.56705, -1.52526, 2.13406)  0.126
H (-1.84862, 2.81916, 2.03883)  0.093
H (-2.02416, 3.96885, -0.08046)  0.117
H (-3.16087, 2.90343, -2.00729)  0.115
H (-4.12059, 0.63744, -1.74897)  0.115
H (-3.96973, -0.54292, 0.39265)  0.110
H (-1.70763, 2.43287, 4.93501)  0.119
H (-0.99233, 1.13081, 4.04664)  0.153
C (1.34975, -0.56206, 1.23036)  -0.063
C (0.28005, 0.07211, 0.60958)  -0.062
C (0.37790, 0.47030, -0.71375)  0.011
C (1.55626, 0.22096, -1.39023)  -0.133
C (2.63518, -0.40202, -0.79149)  0.013
C (2.52707, -0.79529, 0.53191)  -0.046
N (1.66409, 0.62015, -2.80199)  -0.351
O (0.70883, 1.18368, -3.30552)  0.067
O (2.69336, 0.35846, -3.38806)  0.080
H (1.26860, -0.87985, 2.26230)  0.104
H (-0.63559, 0.25886, 1.14863)  0.068
H (-0.44676, 0.96350, -1.20748)  0.109
H (3.54198, -0.58087, -1.34914)  0.108
H (3.36345, -1.28641, 1.01142)  0.103
C (0.72542, -1.50371, -5.03274)  -0.059
C (-0.27710, -1.86772, -5.92248)  -0.056
C (-0.07962, -2.91062, -6.81339)  -0.003
C (1.12987, -3.57788, -6.79227)  -0.147
C (2.14605, -3.23362, -5.92170)  0.001
C (1.93747, -2.18630, -5.03882)  -0.058
N (1.34076, -4.70104, -7.72425)  -0.354
O (0.44032, -4.97109, -8.49064)  0.082
O (2.40134, -5.28781, -7.66398)  0.078
H (0.57840, -0.69489, -4.33779)  0.066
H (-1.21973, -1.33736, -5.92331)  0.108
H (-0.85068, -3.20153, -7.51059)  0.120
H (3.08082, -3.77335, -5.93513)  0.118
H (2.72083, -1.90201, -4.35184)  0.091
C (7.07439, -3.44778, -2.88377)  -0.063
C (6.54387, -2.21637, -2.51977)  -0.063
C (6.39151, -1.89542, -1.18090)  -0.015
C (6.77820, -2.82103, -0.22837)  -0.149
C (7.30690, -4.05208, -0.56737)  0.001
C (7.45238, -4.36286, -1.91016)  -0.057
N (6.62772, -2.47782, 1.19650)  -0.352
O (6.12289, -1.40226, 1.46318)  0.055
O (7.00482, -3.28328, 2.01791)  0.090
H (7.19716, -3.69328, -3.93009)  0.111
H (6.25382, -1.50272, -3.27898)  0.110
H (5.98810, -0.93986, -0.88085)  0.110
H (7.59842, -4.75272, 0.20041)  0.122
H (7.86458, -5.32042, -2.19589)  0.112